Below is C24H27AlBrN5OS2 as an isolated structure, with properties calculated with wB97M-V/def2-TZVPD.

CARTESIAN COORDINATES (ANGSTROEM)
Al 0.127623 0.022778 -0.000278
C -2.698983 5.012142 0.032235
S -2.854809 3.580141 -1.055289
C -1.716357 2.478891 -0.413756
S -1.600477 0.958482 -1.247920
N -1.006598 2.799664 0.646300
N -0.106882 1.824885 0.977380
C 0.619904 2.014893 2.004685
C 1.703206 1.042574 2.224042
C 2.625433 1.165803 3.240012
C 3.696667 0.283261 3.283119
C 3.816434 -0.680676 2.296382
C 2.841239 -0.747814 1.319124
N 1.788835 0.078751 1.291219
H -3.594301 5.607194 -0.142807
H -2.659265 4.692758 1.069409
H -1.813533 5.588689 -0.225498
H 0.494002 2.894945 2.627125
H 2.514024 1.958541 3.971016
H 4.441907 0.363073 4.066582
H 4.653416 -1.367174 2.274185
H 2.907796 -1.481088 0.523229
Br 6.247471 4.014473 -1.268905
C 4.816633 2.810066 -1.349229
C 5.053054 1.485096 -1.676359
C 3.991798 0.591534 -1.719875
C 2.706152 1.029991 -1.441169
C 2.475467 2.358050 -1.114224
C 3.530884 3.254450 -1.076306
N 1.588833 0.111841 -1.458279
C 1.476661 -0.714706 -2.416893
C 0.363402 -1.669343 -2.382586
C 0.041564 -2.474498 -3.445974
C -1.102798 -3.262027 -3.353841
C -1.875274 -3.187932 -2.209951
C -1.475404 -2.349492 -1.178294
N -0.362500 -1.621695 -1.253044
H 6.060135 1.150059 -1.891261
H 4.183327 -0.454239 -1.945363
H 1.461480 2.707460 -0.939894
H 3.356491 4.297603 -0.849414
H 2.157105 -0.697623 -3.265619
H 0.656861 -2.470710 -4.337460
H -1.389786 -3.910379 -4.172263
H -2.784722 -3.766378 -2.107290
H -2.064123 -2.243156 -0.277224
C -2.666019 0.087928 2.152368
C -1.407436 -0.620274 2.580458
O -0.651221 -1.128457 1.417731
C 0.013188 -2.413671 1.690447
C -0.955766 -3.558300 1.841354
H -3.206513 0.400662 3.048035
H -3.316460 -0.576318 1.580535
H -2.463588 0.975759 1.555662
H -1.637188 -1.481746 3.196658
H -0.739201 0.026097 3.145606
H 0.616370 -2.283727 2.589390
H 0.681915 -2.595152 0.855098
H -1.601071 -3.452612 2.711990
H -0.369384 -4.468947 1.982366
H -1.577317 -3.694997 0.956423

Atomic forces in eV per Å
Al -0.3 0.3 -0.3
C 0.0 0.0 0.0
S -0.1 0.0 0.0
C 0.3 0.0 0.2
S 0.0 -0.1 0.0
N 0.0 -0.2 -0.1
N 0.0 -0.1 -0.2
C 0.4 0.0 0.3
C -0.3 0.2 -0.1
C 0.1 0.1 0.2
C 0.1 0.1 0.1
C 0.1 0.0 0.0
C -0.2 0.0 0.0
N 0.1 -0.4 -0.2
H 0.1 0.0 0.0
H 0.0 0.0 0.0
H 0.0 0.0 0.0
H 0.1 0.0 0.0
H 0.0 -0.1 0.0
H -0.1 0.0 -0.1
H -0.1 0.0 0.0
H -0.1 0.0 0.0
Br 0.1 0.1 0.0
C 0.0 0.0 0.0
C 0.0 -0.2 0.0
C 0.2 -0.2 0.0
C -0.3 -0.1 0.0
C -0.2 0.2 0.0
C -0.1 0.0 0.0
N 0.2 0.5 0.3
C 0.0 -0.2 -0.2
C 0.2 0.2 0.1
C -0.1 -0.2 -0.3
C 0.0 -0.1 -0.1
C -0.1 0.0 0.0
C 0.0 0.1 -0.1
N 0.2 0.1 0.3
H -0.1 0.0 0.0
H 0.0 0.1 0.0
H 0.1 0.0 0.0
H 0.0 0.0 0.0
H 0.0 -0.1 0.0
H 0.0 0.0 0.0
H 0.0 0.0 0.0
H 0.1 0.0 0.0
H 0.0 0.1 -0.1
C 0.0 0.0 -0.1
C 0.0 0.0 -0.1
O -0.2 0.0 -0.1
C -0.1 0.2 0.2
C 0.0 -0.2 0.0
H 0.0 0.0 0.0
H 0.0 0.0 0.0
H 0.0 -0.1 0.1
H 0.0 -0.1 0.0
H 0.1 0.0 0.0
H 0.0 0.0 0.0
H 0.1 0.1 -0.1
H 0.0 0.0 0.0
H -0.1 0.0 0.0
H 0.1 -0.1 0.2

Summary:
Relative energy (zero: lowest compared OMol25 entry of this formula, charge and spin)   0.0 kcal per mole
Spin multiplicity   1
Total charge   +2
M   572.53 g/mol
E_tot   -4892.2333 Eh

List of Löwdin charges in e, atom by atom:
1. Al 0.03
2. C -0.35
3. S 0.94
4. C -1.07
5. S 0.80
6. N -0.02
7. N -0.06
8. C 0.00
9. C -0.21
10. C 0.03
11. C 0.01
12. C 0.00
13. C -0.08
14. N 0.09
15. H 0.05
16. H 0.04
17. H 0.05
18. H 0.16
19. H 0.14
20. H 0.13
21. H 0.13
22. H 0.13
23. Br 0.83
24. C -0.69
25. C -0.09
26. C -0.02
27. C -0.25
28. C -0.01
29. C -0.09
30. N 0.08
31. C 0.01
32. C -0.22
33. C 0.04
34. C 0.02
35. C 0.02
36. C -0.09
37. N 0.03
38. H 0.12
39. H 0.12
40. H 0.11
41. H 0.12
42. H 0.16
43. H 0.14
44. H 0.13
45. H 0.13
46. H 0.12
47. C -0.03
48. C -0.16
49. O -0.22
50. C -0.20
51. C -0.03
52. H 0.11
53. H 0.10
54. H 0.04
55. H 0.12
56. H 0.12
57. H 0.14
58. H 0.11
59. H 0.09
60. H 0.11
61. H 0.07

Below is C24H27As2Br4HfO2Si as an isolated structure, with properties calculated with wB97M-V/def2-TZVPD.

CARTESIAN COORDINATES (ANGSTROEM)
Hf -0.417073 0.095011 -0.840503
C 4.011436 0.788577 -2.188281
As 2.363648 0.436552 -1.235148
C 2.779262 -1.040282 -0.037163
C 2.091429 1.853288 0.078613
C 2.894852 1.878590 1.220443
C 2.620342 2.756631 2.251447
C 1.522651 3.600060 2.157493
C 0.738623 3.602995 1.017203
C 1.026308 2.750977 -0.051183
As -0.115201 2.876976 -1.674658
C -0.560931 4.761516 -1.472234
C 1.236595 3.080968 -3.076975
H 4.798811 0.917239 -1.446976
H 3.903212 1.694151 -2.778206
H 4.246847 -0.049620 -2.839835
H 3.692226 -0.822595 0.513505
H 2.905287 -1.945230 -0.627377
H 1.975170 -1.212419 0.682907
H 3.731130 1.199305 1.318352
H 3.246588 2.774515 3.133293
H 1.278901 4.268691 2.972485
H -0.100803 4.283204 0.971893
H -1.361690 4.927475 -0.757833
H -0.879651 5.134280 -2.443198
H 0.356348 5.251832 -1.155423
H 2.180790 3.392729 -2.632916
H 0.897413 3.864611 -3.753353
H 1.363395 2.163921 -3.646566
Br -4.450931 0.455698 4.714006
C -3.831213 0.447474 2.944923
C -4.728353 0.452856 1.875172
Br -6.576562 0.466243 2.186113
C -4.258858 0.448222 0.555833
Br -5.391360 0.427836 -0.935217
C -2.896467 0.467970 0.324296
O -2.340955 0.421787 -0.936094
C -2.003629 0.426684 1.399429
O -0.671589 0.326715 1.084941
C -2.453123 0.422326 2.705216
Br -1.168780 0.348451 4.067640
C -2.238248 -2.986588 -2.382351
Si -0.595523 -2.510935 -1.609832
C 0.812737 -3.268713 -2.608776
C -0.532788 -3.184111 0.153598
C -1.556728 -2.854668 1.050239
C -1.507791 -3.226871 2.384098
C -0.421594 -3.951624 2.855825
C 0.599490 -4.306229 1.986120
C 0.544030 -3.922431 0.652967
H -2.351518 -4.072886 -2.359581
H -2.300292 -2.654953 -3.420504
H -3.076206 -2.540202 -1.844433
H 0.827634 -4.355403 -2.494641
H 1.801892 -2.895462 -2.337439
H 0.665515 -3.053031 -3.669603
H -2.423194 -2.297389 0.704135
H -2.313669 -2.956768 3.055511
H -0.375701 -4.247700 3.895828
H 1.435282 -4.890551 2.350321
H 1.352551 -4.219716 -0.007544

Atomic forces in eV per Å
Hf -0.3 0.5 -0.3
C 0.0 0.0 0.1
As -0.2 0.1 0.0
C 0.2 0.0 0.0
C 0.3 -0.1 -0.1
C -0.1 0.0 0.1
C 0.0 0.0 0.0
C -0.1 0.1 0.0
C 0.0 0.0 0.0
C 0.0 0.1 -0.1
As 0.9 -0.1 0.2
C -0.4 -0.1 -0.2
C 0.0 0.2 0.0
H 0.0 0.0 -0.1
H 0.0 0.0 0.0
H -0.1 0.0 0.0
H 0.0 -0.1 0.0
H 0.1 0.0 0.0
H 0.0 0.1 0.0
H 0.0 0.0 0.0
H 0.0 0.0 0.0
H 0.0 0.0 0.0
H 0.0 0.0 0.0
H 0.0 0.0 0.0
H 0.0 0.0 0.0
H 0.0 0.1 0.0
H 0.0 0.0 0.0
H 0.0 0.0 0.0
H 0.0 0.0 0.0
Br 0.0 0.0 0.1
C 0.1 0.0 0.0
C 0.0 0.0 0.0
Br -0.1 0.0 0.0
C 0.1 0.2 0.0
Br 0.0 0.0 0.0
C -0.1 -0.2 -0.2
O -0.2 0.0 0.7
C 0.3 -0.1 0.2
O -0.4 -0.1 -0.2
C -0.1 0.0 -0.1
Br 0.0 0.0 0.0
C 0.0 0.1 0.0
Si 0.1 -0.2 0.1
C 0.0 0.0 -0.1
C 0.0 0.0 0.1
C -0.1 0.0 0.0
C 0.0 0.0 0.0
C 0.0 0.0 0.0
C 0.0 0.0 0.1
C 0.1 0.0 0.0
H 0.0 0.0 0.0
H 0.0 0.0 0.0
H 0.0 0.0 0.0
H 0.0 0.0 0.0
H 0.0 0.0 0.0
H 0.0 0.0 0.0
H 0.0 0.0 0.0
H 0.0 0.0 0.0
H 0.0 0.0 0.0
H 0.0 0.0 0.0
H 0.0 0.0 0.0

Summary:
Relative energy (zero: lowest compared OMol25 entry of this formula, charge and spin)   13.5 kcal per mole
Spin multiplicity   1
Total charge   +1
M   1023.51 g/mol
E_tot   -16186.1495 Eh

List of Löwdin charges in e, atom by atom:
1. Hf 1.34
2. C -0.24
3. As 1.08
4. C -0.28
5. C -0.44
6. C -0.09
7. C -0.04
8. C -0.04
9. C -0.10
10. C -0.46
11. As 1.15
12. C -0.27
13. C -0.31
14. H 0.04
15. H 0.02
16. H 0.04
17. H 0.04
18. H 0.02
19. H 0.04
20. H 0.10
21. H 0.12
22. H 0.12
23. H 0.10
24. H 0.04
25. H 0.04
26. H 0.05
27. H 0.03
28. H 0.03
29. H 0.01
30. Br 0.77
31. C -0.75
32. C -0.74
33. Br 0.77
34. C -0.66
35. Br 0.82
36. C -0.39
37. O -0.32
38. C -0.39
39. O -0.28
40. C -0.66
41. Br 0.81
42. C -0.22
43. Si 0.48
44. C -0.23
45. C -0.33
46. C -0.12
47. C -0.08
48. C -0.07
49. C -0.08
50. C -0.12
51. H 0.04
52. H 0.03
53. H 0.02
54. H 0.04
55. H -0.01
56. H 0.03
57. H 0.10
58. H 0.11
59. H 0.11
60. H 0.11
61. H 0.09

Below is C24H27AuIN2OSbSi as an isolated structure, with properties calculated with wB97M-V/def2-TZVPD.

CARTESIAN COORDINATES (ANGSTROEM)
Au -0.001917 -1.028770 1.759664
C 2.456148 -0.379802 4.638700
Sb 0.592714 -1.264604 4.170208
C 0.778329 -3.186184 5.048065
C -0.695305 -0.284962 5.533527
H 2.640847 -0.439763 5.709722
H 2.434457 0.661426 4.322604
H 3.248853 -0.891946 4.097497
H 1.065485 -3.105258 6.094788
H 1.528874 -3.755573 4.503827
H -0.179021 -3.696658 4.966831
H -0.303357 -0.364368 6.546212
H -1.683049 -0.737540 5.484914
H -0.775984 0.763574 5.253113
I 5.171949 2.248401 -0.772787
C 3.313571 1.425712 -0.377600
C 2.122403 1.665189 -1.048556
N 1.151945 0.949755 -0.471456
N 1.686918 0.240611 0.545342
C 2.989852 0.513252 0.622704
H 1.925856 2.315559 -1.885382
H -0.174467 0.274131 -0.554146
H 3.627237 0.051849 1.359799
O -0.946562 -0.343489 -0.172063
C -3.425782 4.132789 1.684315
C -2.116235 3.707821 1.522611
C -1.848502 2.498736 0.891506
C -2.884437 1.697456 0.410277
C -4.198638 2.141400 0.585713
C -4.471234 3.346943 1.212928
Si -2.535733 0.055576 -0.415813
C -2.920982 0.113117 -2.248605
C -3.441796 1.256570 -2.856627
C -3.679997 1.295694 -4.224270
C -3.392902 0.190318 -5.010488
C -2.862312 -0.952881 -4.427407
C -2.627570 -0.986177 -3.061381
C -3.575805 -1.258545 0.420904
C -4.497116 -2.050987 -0.263351
C -5.287071 -2.978054 0.406719
C -5.174922 -3.121877 1.780174
C -4.276676 -2.330341 2.484756
C -3.495072 -1.406605 1.809145
H -3.634542 5.074682 2.175639
H -1.298386 4.318948 1.883810
H -0.816973 2.184643 0.764964
H -5.024541 1.532088 0.231659
H -5.495805 3.673519 1.338937
H -3.663527 2.130887 -2.255504
H -4.084701 2.192711 -4.675840
H -3.574582 0.220155 -6.077336
H -2.626427 -1.814574 -5.039020
H -2.198535 -1.880935 -2.622061
H -4.606775 -1.946800 -1.336211
H -5.993572 -3.583348 -0.147135
H -5.791385 -3.840784 2.305045
H -4.196693 -2.426753 3.560818
H -2.813452 -0.783838 2.378100

Atomic forces in eV per Å
Au 0.4 0.6 -0.2
C 0.0 0.0 0.0
Sb -0.2 -0.3 0.0
C 0.0 0.0 0.0
C 0.0 0.0 0.1
H 0.0 0.0 0.0
H 0.0 0.0 0.0
H 0.0 0.0 0.0
H 0.0 0.0 0.0
H 0.0 0.0 0.0
H 0.0 0.0 0.0
H 0.0 0.0 0.0
H 0.0 0.0 0.0
H 0.0 0.0 0.0
I -0.1 -0.1 0.0
C 0.3 0.1 0.0
C -0.1 0.0 0.1
N 0.2 -0.2 -0.1
N -0.1 -0.2 0.1
C -0.1 0.1 -0.1
H 0.0 0.0 0.0
H 0.1 0.1 0.2
H 0.0 0.0 0.0
O -0.3 -0.3 -0.1
C 0.0 0.0 0.0
C 0.0 0.0 0.0
C 0.1 0.0 0.0
C 0.0 -0.1 0.0
C 0.0 0.0 0.0
C 0.0 0.0 0.0
Si -0.1 -0.1 0.0
C 0.2 0.1 0.1
C 0.0 0.0 0.0
C 0.0 0.0 0.0
C 0.0 0.0 0.0
C 0.0 0.0 0.0
C 0.0 -0.1 0.0
C -0.1 0.1 0.0
C 0.0 -0.1 0.0
C 0.0 0.0 0.0
C 0.0 0.0 0.0
C 0.0 0.0 0.0
C 0.0 0.0 0.1
H 0.0 0.0 0.0
H 0.0 0.0 0.0
H 0.0 0.0 0.0
H 0.0 0.0 0.0
H 0.0 0.0 0.0
H 0.0 0.0 0.0
H 0.0 0.0 0.0
H 0.0 0.0 0.0
H 0.0 0.0 0.0
H 0.0 0.0 0.0
H 0.0 0.0 0.0
H 0.0 0.0 0.0
H 0.0 0.0 0.0
H 0.0 0.0 0.0
H 0.0 0.0 0.0

Summary:
Relative energy (zero: lowest compared OMol25 entry of this formula, charge and spin)   9.1 kcal per mole
Spin multiplicity   1
M   833.21 g/mol
E_tot   -2078.6483 Eh

List of Löwdin charges in e, atom by atom:
1. Au 0.50
2. C -0.31
3. Sb 1.22
4. C -0.31
5. C -0.31
6. H 0.01
7. H 0.01
8. H 0.01
9. H 0.01
10. H 0.01
11. H 0.01
12. H 0.01
13. H 0.00
14. H 0.01
15. I 0.78
16. C -0.80
17. C -0.21
18. N -0.09
19. N -0.13
20. C -0.25
21. H 0.10
22. H 0.02
23. H 0.09
24. O -0.33
25. C -0.09
26. C -0.08
27. C -0.08
28. C -0.23
29. C -0.10
30. C -0.09
31. Si 0.55
32. C -0.22
33. C -0.08
34. C -0.09
35. C -0.09
36. C -0.09
37. C -0.10
38. C -0.22
39. C -0.08
40. C -0.09
41. C -0.09
42. C -0.09
43. C -0.12
44. H 0.10
45. H 0.10
46. H 0.08
47. H 0.11
48. H 0.10
49. H 0.10
50. H 0.10
51. H 0.10
52. H 0.10
53. H 0.11
54. H 0.09
55. H 0.10
56. H 0.10
57. H 0.10
58. H 0.07